[1]
C19H55F3HfN3O22S3 | ωB97M-V/def2-TZVPD

## Properties
**LUMO energy**: -3.77 eV
**DFT total energy**: -112050.7960 eV
**Relative energy (zero: lowest compared OMol25 entry of this formula, charge and spin)**: 446.6 kcal/mol
**Strongest force on any atom**: 4.5 eV Å⁻¹
**Spin multiplicity**: 1
**Charge**: -1

Each line ends with the Mulliken charge.
Cartesian coordinates (Å):
Hf1 5.837 -3.970 1.000  1.0037
S1 7.023 -0.717 4.752  1.2602
O1 7.758 -1.747 4.054  -0.4409
O2 7.688 0.600 4.763  -0.5955
O3 5.872 -0.859 3.833  -0.4188
O4 6.638 -1.273 6.073  -0.5134
S2 4.412 -6.032 6.744  1.3174
O5 3.691 -5.120 7.604  -0.3173
O6 3.908 -7.336 6.813  -0.5185
O7 4.646 -5.555 5.419  -0.4516
O8 5.677 -5.868 7.476  -0.3093
C1 -1.912 -2.522 0.320  0.5824
F1 -1.214 -1.383 -0.077  -0.2483
F2 -2.946 -2.011 0.954  -0.2213
F3 -2.336 -3.275 -0.690  -0.2130
S3 -0.735 -3.570 1.386  1.1190
O9 -1.112 -4.964 1.258  -0.6812
O10 0.637 -3.330 0.941  -0.6756
O11 -0.887 -3.203 2.780  -0.6737
C2 -0.705 11.850 -0.981  -0.7236
O12 -1.549 10.878 -0.314  -0.2899
C3 -2.246 9.925 -1.091  -0.4154
C4 -2.540 8.766 -0.058  -0.6600
N1 -2.970 7.584 -0.733  -0.0966
C5 -3.324 6.379 -0.019  -0.8097
C6 -4.074 5.521 -1.155  -0.4596
O13 -3.144 5.381 -2.183  -0.3301
C7 -3.454 4.320 -3.072  -0.7338
H1 -0.246 12.284 -0.092  0.2408
H2 -1.323 12.548 -1.546  0.2704
H3 0.105 11.356 -1.518  0.3220
H4 -1.573 9.586 -1.878  0.3285
H5 -3.175 10.288 -1.530  0.2947
H6 -3.243 9.112 0.699  0.2770
H7 -1.570 8.639 0.423  0.2942
H8 -2.447 7.267 -1.537  0.2181
H9 -3.914 6.410 0.897  0.4233
H10 -2.444 5.855 0.355  0.3392
H11 -4.989 6.084 -1.339  0.2442
H12 -4.339 4.556 -0.722  0.4241
H13 -2.530 3.910 -3.480  0.2482
H14 -4.121 4.498 -3.915  0.2874
H15 -3.986 3.536 -2.533  0.3066
C8 12.981 2.011 -7.971  -0.7604
O14 12.698 3.452 -8.259  -0.3481
C9 11.348 3.819 -8.475  -0.6506
C10 10.375 3.850 -7.290  -0.3230
N2 9.004 3.525 -7.688  -0.2811
C11 8.293 3.286 -6.435  -0.5138
C12 6.738 2.967 -6.690  -0.5349
O15 6.045 2.733 -5.463  -0.2976
C13 4.644 2.688 -5.618  -0.7631
H16 12.605 1.478 -8.844  0.3152
H17 12.239 1.510 -7.349  0.3019
H18 14.051 1.823 -7.890  0.2763
H19 11.020 3.168 -9.286  0.3695
H20 11.494 4.866 -8.739  0.2999
H21 10.500 4.836 -6.844  0.2320
H22 10.767 3.053 -6.657  0.3037
H23 8.640 4.147 -8.396  0.2307
H24 8.346 4.178 -5.812  0.3053
H25 8.690 2.473 -5.826  0.2510
H26 6.701 2.049 -7.277  0.3365
H27 6.232 3.786 -7.199  0.3545
H28 4.239 3.682 -5.811  0.3130
H29 4.117 2.517 -4.679  0.2837
H30 4.316 1.895 -6.289  0.2994
C14 -11.643 -5.959 0.522  -0.8010
O16 -10.611 -5.284 1.280  -0.2969
C15 -9.282 -5.516 1.105  -0.5806
C16 -8.412 -4.701 2.064  -0.8149
N3 -8.795 -4.790 3.426  -0.1424
C17 -8.105 -3.961 4.300  -0.5695
C18 -8.191 -4.388 5.735  -0.7258
O17 -9.495 -4.139 6.391  -0.3482
C19 -9.419 -4.172 7.837  -0.7089
H31 -12.674 -6.103 0.844  0.2904
H32 -11.289 -6.989 0.490  0.3041
H33 -11.611 -5.681 -0.532  0.3095
H34 -8.954 -5.436 0.068  0.3996
H35 -9.086 -6.576 1.270  0.3600
H36 -8.675 -3.651 1.933  0.3151
H37 -7.367 -4.782 1.764  0.4784
H38 -8.619 -5.716 3.788  0.1903
H39 -8.394 -2.911 4.253  0.2894
H40 -7.075 -4.095 3.970  0.3878
H41 -7.358 -4.006 6.324  0.4486
H42 -7.968 -5.448 5.856  0.3719
H43 -8.809 -3.358 8.231  0.2830
H44 -8.901 -5.107 8.050  0.2930
H45 -10.316 -4.042 8.443  0.2682
O18 3.940 -7.905 0.879  -0.6347
H46 4.239 -8.625 0.324  0.3042
H47 3.247 -8.288 1.416  0.3288
O19 -3.207 -8.338 4.737  -0.6471
H48 -4.132 -8.399 4.496  0.3032
H49 -2.834 -7.726 4.103  0.3453
O20 1.040 -9.895 3.801  -0.6447
H50 0.110 -9.763 3.983  0.3211
H51 1.491 -9.465 4.528  0.3237
O21 -0.509 -0.760 7.577  -0.6458
H52 -0.635 -1.362 6.844  0.3364
H53 -1.139 -0.056 7.420  0.3095
O22 4.918 -0.619 -1.458  -0.6331
H54 4.386 -0.413 -2.226  0.3092
H55 5.209 0.233 -1.132  0.3185



[2]
C25H28AsPtSSiTe | ωB97M-V/def2-TZVPD

## Properties
**LUMO energy (alpha / beta)**: 2.69 / 2.07 eV
**<S²>**: 2.016
**DFT total energy**: -116470.5235 eV
**Strongest force on any atom**: 2.6 eV Å⁻¹
**Spin multiplicity**: 3
**Charge**: -1

Each line ends with the Mulliken charge.
Cartesian coordinates (Å):
Pt1 0.108 1.688 0.231  0.5805
Te1 2.691 1.688 -0.682  -0.0313
C1 4.683 1.680 -1.382  -0.1536
C2 5.143 1.036 -2.519  -0.2327
C3 6.515 1.208 -2.730  -0.5470
C4 7.131 1.987 -1.759  -0.4896
S1 5.970 2.462 -0.638  -0.1986
H1 4.508 0.458 -3.177  0.3818
H2 7.045 0.776 -3.568  0.3414
H3 8.181 2.243 -1.732  0.3525
C5 1.942 -2.729 -3.244  -0.5425
C6 1.345 -3.350 -2.143  -0.6216
C7 0.444 -2.643 -1.341  -0.3144
C8 0.133 -1.306 -1.639  0.4432
C9 0.736 -0.688 -2.745  -0.2067
C10 1.637 -1.399 -3.544  -0.6572
Si1 -1.060 -0.335 -0.595  -1.2501
C11 -2.523 0.212 -1.602  0.5144
C12 -2.679 -0.187 -2.939  -0.4133
C13 -3.790 0.240 -3.675  -0.6018
C14 -4.748 1.067 -3.082  -0.4687
C15 -4.597 1.468 -1.752  -0.6010
C16 -3.488 1.043 -1.013  -0.1295
C17 -1.607 -1.329 0.877  0.8995
C18 -0.651 -1.750 1.814  -0.4285
C19 -1.040 -2.497 2.930  -0.9581
C20 -2.385 -2.829 3.117  -0.3525
C21 -3.342 -2.413 2.188  -0.6332
C22 -2.957 -1.664 1.071  -0.6324
H4 2.639 -3.278 -3.863  0.3488
H5 1.581 -4.381 -1.911  0.3816
H6 -0.008 -3.145 -0.498  0.3528
H7 0.509 0.342 -2.989  0.5611
H8 2.099 -0.918 -4.397  0.4107
H9 -1.953 -0.829 -3.417  0.3432
H10 -3.908 -0.071 -4.705  0.3742
H11 -5.606 1.397 -3.652  0.3469
H12 -5.339 2.109 -1.292  0.3788
H13 -3.383 1.362 0.017  0.3962
H14 0.394 -1.499 1.682  0.6300
H15 -0.299 -2.820 3.650  0.3559
H16 -2.684 -3.408 3.980  0.3627
H17 -4.383 -2.671 2.333  0.3918
H18 -3.714 -1.357 0.363  0.3989
C23 0.108 3.373 3.817  -1.0833
As1 0.108 1.688 2.790  0.2233
C24 1.566 0.845 3.818  -1.0506
C25 -1.349 0.845 3.818  -0.7428
H19 0.108 3.163 4.906  0.3465
H20 -0.797 3.960 3.557  0.3209
H21 1.013 3.960 3.558  0.3472
H22 1.388 0.958 4.908  0.3668
H23 2.529 1.330 3.554  0.3520
H24 1.618 -0.233 3.565  0.2588
H25 -1.171 0.957 4.907  0.4345
H26 -1.400 -0.234 3.565  0.0488
H27 -2.312 1.329 3.554  0.2981
H28 -0.701 3.090 -0.342  -0.2031



[3]
C5H7NO | ωB97M-V/def2-TZVPD

## Properties
**LUMO energy**: -0.14 eV
**DFT total energy**: -8831.2771 eV
**Relative energy (zero: lowest compared OMol25 entry of this formula, charge and spin)**: 113.6 kcal/mol
**Strongest force on any atom**: 3.2 eV Å⁻¹
**Spin multiplicity**: 1

Each line ends with the Mulliken charge.
Cartesian coordinates (Å):
N1 2.259 -0.013 0.492  -0.7377
C1 1.822 -0.969 -0.119  0.7124
O1 1.278 -1.844 -0.722  -0.5389
C2 -0.601 -0.323 -1.127  -0.0298
C3 -1.186 -0.523 0.258  -0.5082
C4 -0.654 0.914 0.494  -0.1743
C5 -0.090 0.899 -0.863  -0.6249
H1 1.243 0.488 1.318  0.2737
H2 -0.715 -0.913 -2.033  0.3584
H3 -0.664 -1.249 0.888  0.2193
H4 -2.267 -0.697 0.305  0.2762
H5 0.311 0.850 1.620  0.0795
H6 -1.206 1.746 0.917  0.3749
H7 0.472 1.634 -1.427  0.3195